{"formula": "C12H30AgBr2N2O4", "method": "the ωB97M-V functional and the def2-TZVPD basis", "symbols": ["Ag", "Br", "Br", "C", "O", "C", "C", "N", "C", "C", "O", "C", "H", "H", "H", "H", "H", "H", "H", "H", "H", "H", "H", "H", "H", "H", "H", "C", "O", "C", "C", "N", "C", "C", "O", "C", "H", "H", "H", "H", "H", "H", "H", "H", "H", "H", "H", "H", "H", "H", "H"], "positions_angstrom": [[-2.93, -34.78, 3.67], [-0.68, -35.78, 5.18], [-5.15, -34.00, 2.16], [-1.84, -40.68, 2.16], [-2.21, -39.34, 2.33], [-3.53, -38.97, 1.86], [-3.73, -37.52, 2.07], [-3.40, -37.08, 3.46], [-4.50, -37.25, 4.37], [-4.40, -36.51, 5.69], [-4.27, -35.08, 5.38], [-3.96, -34.32, 6.53], [-1.57, -40.92, 1.13], [-2.65, -41.37, 2.38], [-0.95, -40.85, 2.76], [-4.34, -39.51, 2.36], [-3.67, -39.13, 0.79], [-4.73, -37.22, 1.76], [-3.12, -36.94, 1.37], [-2.80, -37.86, 3.70], [-4.71, -38.29, 4.60], [-5.43, -36.93, 3.90], [-3.54, -36.81, 6.28], [-5.28, -36.59, 6.32], [-2.89, -34.27, 6.74], [-4.36, -34.72, 7.46], [-4.36, -33.32, 6.36], [-5.62, -29.20, 5.18], [-4.42, -29.96, 5.41], [-4.16, -31.03, 4.48], [-2.74, -31.56, 4.84], [-2.12, -32.56, 3.99], [-2.08, -32.08, 2.58], [-1.36, -33.12, 1.60], [-1.61, -34.45, 1.98], [-0.76, -35.36, 1.27], [-5.98, -28.70, 6.08], [-6.38, -29.80, 4.69], [-5.43, -28.40, 4.46], [-4.10, -30.66, 3.45], [-4.92, -31.80, 4.54], [-2.67, -31.69, 5.92], [-2.09, -30.69, 4.70], [-1.18, -32.49, 4.35], [-1.50, -31.15, 2.57], [-3.04, -31.79, 2.14], [-0.29, -32.98, 1.70], [-1.60, -32.91, 0.55], [-1.12, -35.50, 0.25], [-0.92, -36.36, 1.66], [0.31, -35.17, 1.12]], "mulliken_charge": [0.64, -0.57, -0.61, -0.83, -0.29, -0.69, -0.76, 0.59, -0.76, -0.72, -0.22, -0.77, 0.30, 0.33, 0.24, 0.38, 0.45, 0.44, 0.07, 0.14, 0.34, 0.41, 0.44, 0.37, 0.25, 0.43, 0.12, -0.76, -0.38, -0.38, -1.12, 0.17, -0.93, -0.57, -0.05, -0.97, 0.27, 0.32, 0.28, 0.49, 0.24, 0.44, 0.43, 0.15, 0.46, 0.39, 0.52, 0.30, 0.38, 0.24, 0.36], "e_lumo_ev": [0.692, -2.426], "de_lowest_kj_mol": 139.7, "spin_multiplicity": 2, "fmax_ha_per_bohr": 0.0468, "energy_ev": -168181.787}


{"formula": "C50H28N14Na", "method": "the ωB97M-V functional and the def2-TZVPD basis", "symbols": ["Na", "C", "C", "C", "C", "C", "N", "C", "N", "C", "C", "C", "C", "C", "C", "C", "C", "N", "C", "N", "C", "N", "C", "N", "C", "N", "C", "C", "C", "C", "C", "C", "C", "C", "C", "C", "C", "C", "N", "C", "C", "H", "H", "H", "H", "H", "H", "H", "H", "H", "H", "H", "H", "H", "H", "H", "H", "C", "C", "N", "C", "C", "N", "C", "C", "C", "C", "C", "N", "C", "C", "N", "C", "C", "N", "C", "C", "C", "N", "C", "C", "H", "H", "H", "H", "H", "H", "H", "H", "H", "H", "H", "H"], "positions_angstrom": [[-0.33, 1.38, 1.29], [-2.77, 0.46, -4.73], [-1.46, 0.45, -5.20], [-0.41, 0.89, -4.41], [-0.69, 1.34, -3.13], [0.09, 1.72, -1.96], [-0.69, 2.02, -0.92], [-1.98, 1.84, -1.30], [-3.08, 1.99, -0.62], [-3.26, 1.91, 0.69], [-4.58, 2.08, 1.27], [-5.78, 2.53, 0.76], [-6.90, 2.45, 1.57], [-6.82, 1.93, 2.86], [-5.61, 1.49, 3.38], [-4.49, 1.56, 2.58], [-3.11, 1.10, 2.72], [-2.72, 0.37, 3.73], [-1.57, -0.28, 3.83], [-0.50, -0.23, 3.01], [0.37, -1.18, 3.40], [1.55, -1.49, 2.85], [2.02, -0.94, 1.79], [1.37, 0.10, 1.05], [2.28, 0.56, -0.01], [1.43, 1.72, -1.88], [3.51, -0.26, 0.14], [4.69, -0.27, -0.58], [5.65, -1.23, -0.29], [5.43, -2.17, 0.72], [4.26, -2.16, 1.46], [3.30, -1.19, 1.17], [-0.14, -1.90, 4.55], [0.34, -2.97, 5.30], [-0.43, -3.42, 6.35], [-1.66, -2.82, 6.65], [-2.15, -1.77, 5.90], [-1.38, -1.30, 4.85], [-2.42, 1.39, 1.59], [-2.03, 1.40, -2.68], [-3.07, 0.96, -3.47], [-3.56, 0.07, -5.36], [-1.26, 0.08, -6.19], [0.60, 0.88, -4.80], [-5.83, 2.92, -0.25], [-7.86, 2.78, 1.20], [-7.72, 1.86, 3.45], [-5.55, 1.08, 4.38], [4.86, 0.46, -1.36], [6.56, -1.25, -0.86], [6.19, -2.91, 0.92], [4.08, -2.87, 2.25], [1.28, -3.43, 5.04], [-0.09, -4.25, 6.96], [-2.24, -3.21, 7.48], [-3.10, -1.31, 6.13], [-4.09, 0.98, -3.10], [1.69, 5.38, 1.48], [2.07, 4.20, 2.10], [2.15, 3.04, 1.46], [1.86, 3.06, 0.13], [1.45, 4.29, -0.48], [1.37, 5.41, 0.18], [2.07, 1.90, -0.62], [2.24, 0.96, -2.75], [2.13, -0.36, -3.02], [1.13, -1.23, -2.41], [0.69, -1.15, -1.12], [1.13, -0.21, -0.28], [-0.48, -1.92, -0.67], [-0.81, -3.18, -1.16], [-1.92, -3.80, -0.80], [-2.69, -3.18, 0.09], [-2.34, -1.95, 0.62], [-1.25, -1.32, 0.23], [3.02, -0.95, -4.04], [2.72, -2.17, -4.67], [3.59, -2.69, -5.61], [4.71, -2.09, -5.99], [5.00, -0.94, -5.41], [4.21, -0.35, -4.44], [1.64, 6.32, 2.01], [2.32, 4.17, 3.15], [1.19, 4.32, -1.53], [3.03, 1.56, -3.19], [0.64, -1.95, -3.05], [-0.16, -3.73, -1.83], [-3.61, -3.70, 0.36], [-2.93, -1.46, 1.38], [1.82, -2.72, -4.43], [3.38, -3.63, -6.10], [5.92, -0.47, -5.74], [4.55, 0.58, -4.00]], "mulliken_charge": [1.48, -0.74, -0.90, 0.25, 0.50, -0.48, 0.17, 0.05, -0.40, -0.93, 0.66, -0.24, -0.60, -0.55, -0.29, 0.20, -0.64, -0.48, -0.48, 0.05, -0.98, -0.55, 0.17, -0.29, 0.70, 0.62, 0.10, -0.09, -1.03, -0.76, -0.45, -0.24, 0.72, -0.10, -0.65, -0.60, -0.12, 0.00, 0.12, -0.35, -0.38, 0.40, 0.43, 0.58, 0.51, 0.39, 0.38, 0.54, 0.53, 0.43, 0.40, 0.60, 0.55, 0.38, 0.38, 0.55, 0.58, -0.40, -0.39, -0.52, -0.33, -0.27, -0.79, -0.36, -1.73, 2.07, -1.44, 0.50, 1.84, -0.34, -0.46, -0.70, -0.59, -0.20, 0.49, 0.70, -0.36, -0.55, -0.68, -0.54, -0.56, 0.40, 0.40, 0.48, 0.35, 0.39, 0.55, 0.42, 0.14, 0.35, 0.39, 0.39, 0.29], "e_lumo_ev": [1.122, 0.910], "de_lowest_kj_mol": 102.1, "spin_multiplicity": 1, "fmax_ha_per_bohr": 0.0294, "charge": -1, "energy_ev": -77582.494}


{"formula": "C28H44BaBrN3P2", "method": "the ωB97M-V functional and the def2-TZVPD basis", "symbols": ["N", "C", "C", "C", "C", "C", "C", "Ba", "P", "C", "C", "C", "C", "C", "C", "C", "Br", "H", "H", "H", "H", "H", "H", "H", "H", "H", "H", "P", "C", "C", "H", "H", "H", "H", "H", "C", "C", "H", "H", "H", "H", "H", "C", "C", "H", "H", "H", "H", "H", "C", "C", "H", "H", "H", "H", "H", "C", "C", "H", "H", "H", "H", "H", "C", "C", "H", "H", "H", "H", "H", "N", "C", "C", "N", "C", "H", "H", "H", "H"], "positions_angstrom": [[-5.14, 3.92, -2.17], [-4.27, 4.87, -1.84], [-2.93, 4.85, -2.25], [-2.48, 3.76, -3.04], [-3.46, 2.85, -3.50], [-4.76, 2.94, -2.99], [-1.08, 3.57, -3.35], [1.05, 3.07, -1.83], [4.28, 1.24, -1.15], [-0.49, 2.37, -3.74], [-0.75, 1.04, -3.22], [0.02, -0.05, -3.72], [-0.11, -1.33, -3.26], [-0.77, -1.60, -1.95], [-1.69, -0.48, -1.56], [-1.69, 0.71, -2.21], [0.65, -1.78, -0.66], [-0.54, 4.52, -3.50], [0.33, 2.43, -4.48], [-2.25, 5.64, -1.89], [-3.20, 2.03, -4.17], [-4.64, 5.69, -1.20], [-5.52, 2.19, -3.26], [0.68, 0.14, -4.56], [-2.47, 1.44, -1.94], [0.44, -2.13, -3.75], [-2.34, -0.62, -0.69], [-1.73, -3.24, -1.83], [3.73, 2.93, -1.01], [4.55, 4.16, -0.62], [2.93, 2.85, -0.25], [3.50, 3.11, -2.09], [3.87, 5.03, -0.59], [4.99, 4.02, 0.37], [5.30, 4.35, -1.40], [3.31, 0.19, -2.32], [4.16, -1.05, -2.68], [3.01, 0.74, -3.23], [2.38, -0.14, -1.83], [3.79, -1.57, -3.58], [5.21, -0.78, -2.87], [4.17, -1.78, -1.85], [3.77, 0.45, 0.45], [4.89, -0.42, 1.02], [2.84, -0.12, 0.31], [3.53, 1.28, 1.13], [4.54, -0.96, 1.91], [5.25, -1.15, 0.28], [5.74, 0.21, 1.31], [-2.11, -3.40, -0.06], [-1.56, -4.58, 0.74], [-3.21, -3.44, -0.03], [-1.82, -2.47, 0.45], [-1.92, -5.54, 0.34], [-0.47, -4.60, 0.79], [-1.93, -4.50, 1.77], [-0.68, -4.48, -2.57], [-0.85, -4.67, -4.07], [-0.85, -5.41, -2.02], [0.36, -4.18, -2.35], [-1.84, -5.04, -4.35], [-0.67, -3.75, -4.63], [-0.11, -5.41, -4.42], [-3.22, -2.94, -2.80], [-4.45, -2.42, -2.07], [-3.43, -3.86, -3.35], [-2.92, -2.19, -3.55], [-4.27, -1.44, -1.62], [-5.26, -2.29, -2.80], [-4.83, -3.10, -1.30], [-1.79, 2.54, 1.65], [-1.00, 1.54, 2.20], [0.01, 1.32, 1.32], [-0.14, 2.19, 0.24], [-1.27, 2.89, 0.46], [-2.64, 2.93, 2.06], [-1.24, 1.08, 3.15], [0.84, 0.64, 1.37], [-1.71, 3.66, -0.18]], "mulliken_charge": [-0.59, -0.39, -0.58, 0.68, -0.36, -0.32, -0.97, 1.77, -0.22, -1.44, 0.69, -1.40, -1.22, 0.60, -1.22, -0.27, 0.16, 0.96, 0.53, 0.43, 0.53, 0.38, 0.39, 0.52, 0.32, 0.48, 0.75, 1.43, -0.15, -1.56, 0.28, 0.51, 0.29, 0.35, 0.38, 0.86, -1.44, 0.34, -0.72, 0.38, 0.41, 0.29, 0.45, -1.40, -0.56, 0.52, 0.38, 0.29, 0.37, -0.51, -1.43, 0.39, 0.27, 0.38, 0.32, 0.44, -0.66, -1.22, 0.53, 0.46, 0.36, 0.29, 0.41, -0.61, -1.32, 0.44, 0.42, 0.27, 0.42, 0.43, 0.01, -0.82, -0.49, 0.22, -0.34, 0.26, 0.43, 0.48, 0.23], "e_lumo_ev": -5.888, "de_lowest_kj_mol": 305.8, "spin_multiplicity": 1, "fmax_ha_per_bohr": 0.0707, "charge": 2, "energy_ev": -123518.704}


{"formula": "C4H12", "method": "the ωB97M-V functional and the def2-TZVPD basis", "symbols": ["C", "C", "H", "H", "H", "H", "H", "H", "C", "C", "H", "H", "H", "H", "H", "H"], "positions_angstrom": [[-1.57, 0.85, 0.03], [-1.68, 1.64, 1.34], [-2.33, 0.17, -0.33], [-1.33, 1.61, -0.71], [-0.65, 0.26, 0.08], [-1.16, 2.59, 1.24], [-1.28, 1.14, 2.22], [-2.72, 1.89, 1.56], [1.82, -0.99, -1.35], [1.37, -1.53, -0.01], [2.09, -1.79, -2.03], [1.10, -0.32, -1.82], [2.68, -0.32, -1.22], [1.06, -0.76, 0.70], [2.09, -2.23, 0.41], [0.51, -2.21, -0.11]], "mulliken_charge": [-0.29, -0.90, 0.37, 0.25, -0.27, 0.27, 0.29, 0.28, -0.76, -0.90, 0.29, 0.26, 0.25, 0.24, 0.33, 0.29], "e_lumo_ev": 1.152, "de_lowest_kj_mol": 32.8, "smiles": "CC.CC", "spin_multiplicity": 1, "fmax_ha_per_bohr": 0.0364, "energy_ev": -4342.188}


{"formula": "C19H30AuN", "method": "the ωB97M-V functional and the def2-TZVPD basis", "symbols": ["C", "H", "H", "H", "C", "H", "H", "C", "H", "H", "H", "C", "C", "C", "C", "C", "C", "C", "C", "C", "C", "Au", "H", "H", "H", "H", "H", "H", "H", "H", "H", "H", "H", "H", "H", "H", "H", "N", "C", "C", "C", "C", "C", "C", "H", "H", "H", "H", "H", "H", "H"], "positions_angstrom": [[-0.77, -3.86, -0.06], [-0.73, -4.73, -0.75], [-1.28, -4.18, 0.85], [0.28, -3.60, 0.21], [-1.50, -2.70, -0.81], [-1.48, -1.72, -0.28], [-0.92, -2.56, -1.72], [-2.95, -3.06, -1.24], [-3.17, -2.67, -2.26], [-3.12, -4.15, -1.26], [-3.71, -2.61, -0.57], [0.00, 2.63, -0.05], [-1.24, 2.22, -0.59], [-2.04, 1.63, 0.43], [-1.29, 1.63, 1.66], [0.01, 2.29, 1.37], [0.95, 2.76, 2.43], [-1.96, 1.50, 3.00], [-3.48, 1.29, 0.30], [-1.72, 2.50, -1.97], [1.13, 3.25, -0.80], [0.60, 0.25, 1.55], [-1.22, 1.19, 3.75], [-2.46, 2.42, 3.41], [-2.76, 0.73, 2.95], [0.90, 1.99, 3.23], [1.97, 2.74, 2.04], [0.79, 3.74, 2.90], [1.09, 3.05, -1.89], [1.21, 4.35, -0.69], [2.09, 2.81, -0.47], [-2.49, 1.81, -2.31], [-2.16, 3.51, -2.01], [-0.92, 2.48, -2.72], [-3.77, 0.46, 0.96], [-4.13, 2.15, 0.55], [-3.76, 1.00, -0.74], [1.70, -0.39, -2.12], [2.74, -1.16, -1.71], [3.53, -0.79, -0.59], [4.46, -1.68, -0.07], [4.61, -2.95, -0.62], [3.87, -3.32, -1.76], [2.96, -2.43, -2.33], [1.72, 0.61, -1.92], [1.20, -0.63, -2.97], [3.34, 0.17, -0.10], [5.07, -1.38, 0.77], [5.32, -3.67, -0.18], [3.99, -4.33, -2.19], [2.38, -2.73, -3.22]], "mulliken_charge": [-1.25, 0.35, 0.36, 0.28, 0.69, -0.21, 0.03, -1.15, 0.32, 0.35, 0.27, 0.12, 0.73, 0.29, 0.96, 0.45, -0.82, -1.33, -1.75, -1.74, -1.51, 0.20, 0.33, 0.31, 0.40, 0.28, 0.34, 0.32, 0.38, 0.37, 0.40, 0.38, 0.37, 0.39, 0.39, 0.35, 0.37, -0.20, 0.91, -0.24, -0.70, -0.43, -0.54, -0.40, 0.12, 0.29, 0.53, 0.42, 0.44, 0.41, 0.36], "e_lumo_ev": [-7.890, -9.663], "spin_multiplicity": 3, "fmax_ha_per_bohr": 0.0323, "charge": 2, "energy_ev": -25353.306}


{"formula": "C9H27ClIOP2ReS", "method": "the ωB97M-V functional and the def2-TZVPD basis", "symbols": ["C", "I", "H", "H", "H", "Re", "P", "C", "C", "H", "H", "H", "H", "H", "H", "C", "H", "H", "H", "P", "C", "C", "H", "H", "H", "C", "H", "H", "H", "H", "H", "H", "Cl", "C", "S", "C", "O", "H", "H", "H", "H", "H", "H"], "positions_angstrom": [[-1.20, 0.10, -0.67], [1.43, 0.05, 1.50], [-1.69, 0.07, -1.65], [-1.64, 1.12, -0.54], [-1.63, -0.89, -0.43], [0.91, -0.04, -1.35], [0.78, 2.22, -0.94], [0.30, 2.96, 0.64], [2.41, 2.88, -1.30], [2.21, 3.95, -1.48], [-0.10, 4.10, -1.94], [2.85, 2.43, -2.20], [-0.30, 2.69, -3.10], [0.92, 2.63, 1.48], [3.07, 2.73, -0.44], [-0.41, 3.04, -2.06], [0.50, 4.00, 0.43], [-1.43, 2.87, -1.69], [-0.75, 2.80, 0.89], [0.72, -2.28, -0.98], [0.26, -3.11, 0.59], [-0.47, -3.08, -2.11], [2.78, -2.58, -2.25], [2.14, -4.08, -1.51], [3.01, -2.86, -0.49], [2.33, -3.01, -1.34], [-0.36, -2.72, -3.14], [-0.21, -4.15, -2.03], [0.50, -4.14, 0.37], [-0.79, -3.01, 0.82], [-1.49, -2.90, -1.75], [0.85, -2.78, 1.44], [1.20, -0.07, -3.55], [-0.91, -1.07, 3.61], [-2.30, -0.49, 2.58], [-2.57, 1.28, 2.93], [-1.43, 0.03, 1.42], [-1.05, -0.69, 4.64], [0.07, -0.69, 3.18], [-0.79, -2.17, 3.65], [-1.58, 1.72, 3.04], [-2.92, 1.66, 1.95], [-3.23, 1.50, 3.78]], "mulliken_charge": [-1.49, 0.16, 0.60, 0.30, 0.44, 0.51, 0.56, -1.08, -1.14, 0.45, 0.50, 0.43, 0.40, 0.43, 0.36, -1.19, 0.52, 0.41, 0.17, 0.63, -1.16, -1.19, 0.42, 0.46, 0.38, -1.17, 0.40, 0.48, 0.53, 0.34, 0.38, 0.35, -0.15, -0.13, 0.39, -0.79, 0.20, 0.38, -0.43, 0.35, 0.27, 0.30, 0.46], "e_lumo_ev": [-13.544, -13.413], "de_lowest_kj_mol": 0.0, "spin_multiplicity": 4, "fmax_ha_per_bohr": 0.0889, "charge": 3, "energy_ev": -63950.157}